{
  "formula": "C4H15NO2",
  "method": "the ωB97M-V functional and the def2-TZVPD basis",
  "smiles": "CCN(C)C.O.O",
  "lumo_ev": 0.66,
  "gap_ev": 8.3766,
  "molar_mass_da": 109.169,
  "species": ["C", "C", "N", "C", "C", "H", "H", "H", "H", "H", "H", "H", "H", "H", "H", "H", "O", "H", "H", "O", "H", "H"],
  "positions_angstrom": [[0.519, 1.804, 0.702], [-0.865, 1.180, 0.937], [-0.925, -0.096, 0.226], [-1.344, -1.199, 1.036], [-1.479, -0.035, -1.104], [0.927, 1.497, -0.262], [0.497, 2.894, 0.588], [1.297, 1.539, 1.420], [-1.526, 1.883, 0.424], [-1.062, 0.968, 1.982], [-2.317, -1.027, 1.518], [-0.653, -1.546, 1.783], [-1.322, -2.140, 0.476], [-0.755, 0.456, -1.754], [-1.634, -1.015, -1.545], [-2.384, 0.592, -1.106], [0.332, -1.314, 3.489], [-0.438, -1.701, 3.926], [0.972, -1.343, 4.214], [4.183, -0.785, -5.689], [4.479, -0.180, -5.007], [3.498, -0.435, -6.252]],
  "forces_ev_per_angstrom": [[0.7, 0.5, -0.2], [1.3, -0.4, -1.6], [0.5, -0.7, 0.4], [-0.4, -1.1, -0.2], [0.4, 0.7, 0.2], [-0.3, -0.3, -0.1], [-0.2, 0.0, 0.5], [-0.2, -0.1, 0.2], [-0.8, 0.0, 0.7], [-0.3, 0.5, 0.1], [-0.2, -0.3, -0.1], [0.5, 1.0, 0.4], [-0.8, 0.3, -0.6], [0.0, 0.2, -0.2], [-0.2, -0.1, 0.3], [-0.3, -0.3, -0.3], [0.2, -0.2, 1.1], [-0.1, 0.1, -0.3], [0.2, 0.2, -0.3], [0.6, -1.0, 0.1], [-0.5, 0.4, -0.3], [-0.1, 0.6, 0.2]],
  "nbo_charge": [-0.61, -0.22, -0.46, -0.43, -0.40, 0.21, 0.20, 0.21, 0.17, 0.21, 0.15, 0.23, 0.20, 0.19, 0.21, 0.16, -0.93, 0.47, 0.47, -0.95, 0.48, 0.48]
}

=====

{
  "formula": "C18H38F2InNO24P4S2",
  "method": "the ωB97M-V functional and the def2-TZVPD basis",
  "charge": 1,
  "multiplicity": 2,
  "lumo_ev": [-8.17, -8.15],
  "gap_ev": [3.6308, 3.5474],
  "molar_mass_da": 993.329,
  "species": ["In", "N", "S", "O", "O", "F", "S", "O", "O", "F", "C", "C", "C", "O", "C", "C", "C", "O", "O", "O", "H", "H", "C", "O", "P", "O", "O", "C", "O", "C", "H", "H", "H", "H", "H", "H", "H", "H", "H", "C", "O", "P", "O", "O", "C", "O", "C", "H", "H", "H", "H", "H", "H", "H", "H", "H", "C", "O", "P", "O", "O", "C", "O", "C", "H", "H", "H", "H", "H", "H", "H", "H", "H", "C", "O", "P", "O", "O", "C", "O", "C", "H", "H", "H", "H", "H", "H", "H", "H", "H"],
  "positions_angstrom": [[-0.642, -0.489, -0.099], [-2.908, -0.174, -1.801], [-3.705, 0.900, -2.516], [-5.008, 1.259, -1.975], [-3.390, 1.169, -3.916], [-2.795, 2.038, -1.728], [-3.717, -1.326, -2.768], [-2.964, -1.626, -4.005], [-5.179, -1.342, -2.786], [-3.342, -2.600, -1.852], [3.645, -3.451, 0.591], [2.714, -2.369, 0.489], [3.113, -1.140, -0.460], [2.208, -0.290, -0.622], [4.416, -1.096, -1.105], [5.278, -2.139, -0.879], [4.878, -3.347, -0.042], [5.640, -4.384, 0.117], [6.324, -2.038, -1.657], [1.604, -2.409, 0.992], [3.326, -4.305, 1.169], [4.631, -0.308, -1.810], [-1.598, 4.529, -2.483], [-0.308, 4.089, -2.868], [0.654, 3.383, -1.765], [0.151, 2.106, -1.134], [2.038, 3.176, -2.588], [3.304, 2.814, -1.968], [0.899, 4.588, -0.684], [1.598, 5.766, -1.004], [-1.695, 5.602, -2.645], [-1.765, 4.191, -1.460], [-2.275, 4.166, -3.256], [3.205, 2.118, -1.135], [3.804, 3.721, -1.630], [3.950, 2.255, -2.646], [2.220, 5.599, -1.883], [2.130, 5.965, -0.074], [0.875, 6.565, -1.170], [-4.911, 3.398, 1.290], [-4.139, 2.667, 2.195], [-2.532, 2.790, 2.190], [-1.860, 1.755, 1.320], [-2.128, 2.707, 3.722], [-2.642, 3.681, 4.605], [-2.332, 4.317, 1.756], [-0.986, 4.817, 1.742], [-4.496, 3.471, 0.284], [-5.110, 4.393, 1.688], [-5.866, 2.879, 1.204], [-1.821, 4.144, 5.153], [-3.296, 3.185, 5.322], [-3.208, 4.470, 4.109], [-1.057, 5.380, 0.812], [-0.207, 4.061, 1.639], [-0.910, 5.440, 2.633], [0.559, -3.746, -5.713], [0.186, -2.975, -4.557], [-0.156, -3.736, -3.128], [-0.287, -2.767, -1.984], [-1.631, -4.430, -3.438], [-1.702, -5.716, -4.081], [0.951, -4.928, -3.005], [2.344, -4.692, -3.012], [-0.066, -3.449, -6.556], [0.542, -4.836, -5.685], [1.579, -3.552, -6.043], [-2.157, -5.555, -5.058], [-2.395, -6.363, -3.543], [-0.721, -6.173, -4.205], [2.801, -5.108, -2.114], [2.640, -3.643, -2.991], [2.892, -5.225, -3.790], [-1.326, -0.112, 5.703], [-1.056, -1.424, 5.211], [0.104, -1.649, 4.098], [-0.233, -1.121, 2.736], [0.479, -3.222, 4.145], [1.740, -3.734, 3.628], [1.412, -0.963, 4.786], [1.811, -1.097, 6.132], [-0.636, 0.100, 6.520], [-2.354, -0.071, 6.064], [-1.169, 0.612, 4.903], [1.627, -4.466, 2.829], [2.115, -4.354, 4.443], [2.429, -2.933, 3.361], [2.805, -1.509, 6.305], [1.257, -1.755, 6.800], [1.802, -0.129, 6.633]],
  "forces_ev_per_angstrom": [[-0.3, 1.0, -0.3], [-0.7, -4.9, -0.4], [-1.0, 10.8, 0.1], [1.5, -1.1, -1.1], [-0.8, -1.0, 2.0], [-0.2, 0.1, -0.5], [1.3, -6.6, -2.2], [-1.8, 1.0, 2.8], [2.9, 0.6, 0.2], [-0.3, 0.9, 0.0], [-1.1, 1.5, 0.0], [-0.7, 1.2, -0.9], [-2.7, 0.7, 0.7], [1.7, -1.4, 0.1], [-3.2, 0.6, 1.2], [4.8, -0.4, -3.6], [4.1, -4.4, 0.4], [-1.9, 3.8, -1.1], [-2.9, -1.6, 3.3], [0.5, 0.4, -0.7], [0.4, -0.3, -0.1], [0.2, 0.0, 0.1], [-0.6, 0.3, -0.5], [2.9, -1.4, 0.6], [-0.4, -0.2, -0.2], [0.7, 1.7, -0.4], [-0.7, 0.2, 0.5], [-0.3, -0.1, 0.4], [-0.8, -3.0, -0.6], [0.0, 0.4, 0.2], [0.5, 0.3, 0.7], [-0.8, 0.2, -0.3], [-0.3, -0.7, 0.6], [-0.6, 0.2, 0.3], [0.0, -0.1, -0.1], [-0.4, 0.5, -0.7], [0.2, 0.4, 0.2], [0.5, 0.4, -0.4], [0.1, 0.1, -0.2], [-1.5, 0.6, -0.9], [2.5, -0.4, 0.9], [-1.0, -1.2, -1.6], [-0.3, 1.1, 1.4], [0.4, -0.6, -1.2], [-0.5, 0.6, 1.1], [-0.3, -1.9, 0.6], [-0.7, 0.8, -0.8], [0.2, -0.1, 0.1], [0.1, 0.1, -0.1], [0.1, 0.0, 0.0], [0.1, -0.1, -0.1], [0.0, 0.0, -0.1], [0.0, -0.1, -0.1], [0.9, 0.5, 0.3], [-0.2, -0.1, 0.2], [0.5, 0.1, -0.2], [0.3, 0.0, -1.2], [0.4, -1.4, 1.9], [-2.1, 0.9, -1.5], [0.8, -1.0, -1.2], [3.1, 0.3, 1.2], [-0.5, 0.0, -0.7], [-1.5, 0.9, -0.1], [1.3, 0.0, 0.8], [-0.2, 0.1, 0.3], [-0.5, 0.0, 0.8], [0.2, 0.5, 0.5], [0.2, 0.0, -0.1], [0.3, 0.1, 0.3], [-0.2, -0.1, 0.2], [-0.4, -0.2, 0.4], [-0.4, 0.2, -0.4], [-0.6, 0.2, -0.5], [0.4, 0.5, -0.2], [1.1, -1.7, -1.4], [0.2, 0.1, 0.6], [0.6, -0.2, 1.3], [-0.7, 1.1, -0.4], [-0.2, -0.4, 1.1], [-0.7, -0.2, -1.3], [0.3, -0.1, 1.9], [-0.1, 0.1, 0.1], [0.1, -0.2, -0.2], [-0.2, 0.2, 0.1], [-0.7, 0.5, -0.3], [0.4, 0.4, 0.2], [-0.1, -0.1, 0.1], [0.4, 0.2, -1.0], [-1.0, -0.2, -0.6], [0.0, 0.2, -0.3]],
  "mulliken_spin": [0.38, 0.08, -0.02, 0.02, 0.01, 0.00, 0.00, 0.00, 0.02, 0.00, 0.01, -0.02, 0.00, 0.05, 0.01, 0.00, 0.00, 0.00, -0.01, 0.03, 0.00, 0.00, 0.00, 0.00, 0.00, 0.04, 0.00, 0.00, 0.00, 0.00, 0.00, 0.00, 0.00, 0.00, 0.00, 0.00, 0.00, 0.00, 0.00, 0.00, 0.00, -0.02, 0.11, 0.01, 0.00, 0.00, 0.00, 0.00, 0.00, 0.00, 0.00, 0.00, 0.00, 0.00, 0.00, 0.00, 0.00, 0.00, 0.00, 0.11, 0.00, 0.00, 0.00, 0.00, 0.00, 0.00, 0.00, 0.00, 0.00, 0.00, 0.00, 0.00, 0.00, 0.00, 0.00, 0.02, 0.13, 0.00, 0.00, 0.00, 0.00, 0.00, 0.00, 0.00, 0.00, 0.00, 0.00, 0.00, 0.00, 0.00]
}

=====

{
  "formula": "C30H38As2N2OSSc",
  "method": "the ωB97M-V functional and the def2-TZVPD basis",
  "charge": 3,
  "lumo_ev": -9.58,
  "gap_ev": 6.4956,
  "molar_mass_da": 669.514,
  "species": ["Sc", "C", "N", "C", "C", "C", "O", "H", "H", "H", "H", "H", "H", "H", "H", "H", "S", "C", "N", "C", "C", "C", "C", "H", "H", "H", "H", "H", "C", "As", "C", "C", "H", "H", "H", "H", "H", "H", "H", "H", "H", "C", "C", "C", "C", "C", "C", "As", "C", "C", "C", "C", "C", "C", "C", "C", "C", "C", "C", "C", "H", "H", "H", "H", "H", "H", "H", "H", "H", "H", "H", "H", "H", "H", "H"],
  "positions_angstrom": [[-0.224, 0.309, -0.249], [-2.745, -4.629, -0.714], [-1.970, -3.493, -0.255], [-1.154, -3.733, 0.919], [-2.066, -2.317, -0.832], [-3.075, -2.108, -1.917], [-1.313, -1.338, -0.473], [-2.409, -5.520, -0.190], [-2.620, -4.786, -1.785], [-3.805, -4.482, -0.508], [-1.798, -4.075, 1.733], [-0.656, -2.816, 1.236], [-0.412, -4.507, 0.720], [-4.079, -2.305, -1.539], [-2.914, -2.789, -2.752], [-3.035, -1.081, -2.286], [1.294, 0.035, 1.814], [2.471, 0.947, 2.683], [2.067, 1.813, 3.638], [2.927, 2.492, 4.423], [4.280, 2.329, 4.270], [4.746, 1.446, 3.287], [3.845, 0.760, 2.503], [1.065, 1.950, 3.774], [2.497, 3.153, 5.163], [4.968, 2.867, 4.903], [5.806, 1.292, 3.151], [4.171, 0.054, 1.759], [3.433, -1.115, -1.227], [1.639, -0.795, -1.926], [2.052, -0.189, -3.745], [1.167, -2.669, -2.245], [3.989, -1.677, -1.985], [3.364, -1.717, -0.317], [3.965, -0.183, -1.025], [2.826, -0.838, -4.166], [2.428, 0.838, -3.726], [1.166, -0.235, -4.386], [1.906, -3.104, -2.927], [0.172, -2.762, -2.691], [1.200, -3.204, -1.291], [-5.696, 4.224, 1.924], [-5.674, 2.989, 2.552], [-4.587, 2.143, 2.387], [-3.525, 2.537, 1.577], [-3.558, 3.771, 0.925], [-4.642, 4.614, 1.106], [-1.847, 1.516, 1.481], [-2.216, 0.041, 2.710], [-3.174, -0.850, 2.217], [-3.610, -1.906, 2.998], [-3.054, -2.107, 4.256], [-2.064, -1.258, 4.727], [-1.651, -0.174, 3.961], [-0.714, 2.894, 2.284], [0.305, 3.427, 1.493], [1.016, 4.538, 1.913], [0.715, 5.118, 3.137], [-0.283, 4.585, 3.941], [-1.012, 3.485, 3.512], [-6.536, 4.886, 2.071], [-6.500, 2.681, 3.176], [-4.565, 1.184, 2.893], [-2.728, 4.072, 0.284], [-4.668, 5.574, 0.609], [-3.604, -0.656, 1.230], [-4.395, -2.562, 2.646], [-3.405, -2.920, 4.875], [-1.632, -1.427, 5.703], [-0.892, 0.501, 4.342], [0.539, 2.950, 0.518], [1.781, 4.968, 1.284], [1.249, 6.000, 3.454], [-0.513, 5.045, 4.890], [-1.829, 3.085, 4.108]],
  "forces_ev_per_angstrom": [[0.3, -1.4, 1.0], [-0.6, -0.5, -0.3], [0.2, 1.0, -0.2], [0.5, 0.2, 0.6], [-0.3, -0.9, -0.1], [0.1, 0.3, 0.0], [0.7, 1.2, 0.3], [0.0, 0.1, 0.0], [0.1, 0.0, 0.1], [0.0, 0.0, 0.0], [0.0, 0.0, -0.1], [-0.1, -0.2, 0.0], [-0.1, 0.0, -0.1], [0.0, 0.0, 0.0], [0.1, -0.1, 0.0], [0.0, -0.2, 0.1], [-1.1, -0.8, -1.0], [0.7, 0.6, 0.0], [0.1, -0.2, 0.0], [0.1, 0.1, 0.1], [0.1, -0.2, -0.3], [-0.2, 0.3, 0.4], [-0.6, -0.1, -0.1], [0.1, 0.1, -0.1], [-0.1, 0.0, 0.0], [0.0, 0.1, 0.1], [0.1, 0.0, 0.0], [0.0, 0.0, -0.1], [0.1, 0.1, 0.1], [0.9, -0.5, -1.1], [-0.1, 0.1, 0.0], [-0.2, 0.0, 0.1], [-0.2, 0.1, 0.1], [0.0, 0.2, -0.1], [-0.1, -0.1, 0.0], [-0.2, 0.1, 0.2], [-0.1, -0.2, 0.0], [0.1, 0.0, 0.2], [-0.1, 0.2, 0.2], [0.2, 0.0, 0.0], [0.0, 0.1, -0.2], [0.0, 0.0, 0.0], [0.0, 0.0, -0.1], [0.3, -0.3, 0.0], [0.1, 0.0, -0.3], [0.3, -0.2, -0.1], [0.0, 0.0, -0.1], [-1.0, 1.2, 1.3], [0.1, -0.1, -0.4], [0.0, 0.3, -0.2], [0.0, -0.1, 0.0], [0.0, 0.0, -0.1], [0.0, 0.1, 0.0], [0.1, 0.2, -0.2], [0.0, -0.2, -0.2], [-0.1, -0.5, -0.3], [0.0, 0.0, -0.1], [0.0, 0.0, 0.0], [0.0, 0.0, 0.0], [-0.2, -0.4, -0.1], [-0.1, 0.0, 0.0], [0.0, 0.0, 0.0], [-0.1, 0.1, 0.0], [-0.2, 0.1, 0.1], [0.0, 0.0, 0.0], [-0.1, -0.2, 0.3], [0.0, 0.0, 0.0], [0.0, 0.0, 0.0], [0.0, 0.0, 0.1], [-0.1, -0.1, 0.0], [0.0, 0.5, 0.5], [0.1, 0.0, -0.1], [0.1, 0.1, 0.1], [-0.1, 0.1, 0.1], [0.1, 0.2, 0.0]],
  "mulliken_charge": [-0.30, -1.06, 0.54, -1.23, 0.50, -1.66, 0.25, 0.41, 0.36, 0.37, 0.49, 0.27, 0.45, 0.43, 0.46, 0.39, 0.05, 0.58, 0.22, -0.12, -0.77, -0.31, -0.66, -0.14, 0.52, 0.47, 0.46, 0.43, -1.16, 0.65, -1.10, -1.11, 0.49, 0.35, 0.36, 0.39, 0.39, 0.39, 0.48, 0.30, 0.30, -0.55, -0.72, 0.03, 0.43, -0.42, -0.76, 0.54, 0.93, -0.76, -1.03, -0.66, -0.69, 0.03, 0.74, -0.04, -0.68, -0.69, -0.72, -0.49, 0.42, 0.45, 0.33, 0.35, 0.43, 0.78, 0.53, 0.45, 0.49, 0.21, -0.07, 0.49, 0.49, 0.49, 0.53]
}

=====

{
  "formula": "C11H23P2V",
  "method": "the ωB97M-V functional and the def2-TZVPD basis",
  "multiplicity": 3,
  "lumo_ev": [0.34, 0.21],
  "gap_ev": [6.4705, 5.5160],
  "molar_mass_da": 268.197,
  "species": ["C", "C", "C", "C", "C", "V", "P", "H", "H", "H", "H", "H", "H", "H", "H", "C", "C", "P", "C", "C", "C", "C", "H", "H", "H", "H", "H", "H", "H", "H", "H", "H", "H", "H", "H", "H", "H"],
  "positions_angstrom": [[1.326, 3.108, -0.475], [2.183, 1.980, -0.178], [2.328, 1.186, -1.350], [1.562, 1.762, -2.390], [0.868, 2.926, -1.891], [-0.473, 1.840, -0.458], [-1.188, 2.859, 1.508], [1.290, 4.050, 0.054], [2.766, 1.885, 0.715], [2.947, 0.290, -1.447], [0.496, 3.750, -2.497], [1.559, 1.444, -3.421], [-2.109, 3.937, 1.266], [-0.151, 3.576, 2.218], [-1.849, 2.151, 2.572], [-2.993, -0.861, -0.352], [-1.891, -1.041, 0.675], [-0.264, -0.462, 0.112], [0.900, -0.845, 1.452], [0.788, -2.217, 2.098], [0.211, -1.596, -1.243], [-0.071, -3.083, -1.060], [-3.230, 0.190, -0.538], [-3.907, -1.351, -0.009], [-2.746, -1.304, -1.319], [-2.128, -0.479, 1.587], [-1.765, -2.101, 0.934], [1.905, -0.709, 1.032], [0.763, -0.064, 2.209], [1.193, -3.008, 1.466], [1.351, -2.224, 3.038], [-0.239, -2.493, 2.340], [-0.300, -1.232, -2.144], [1.284, -1.431, -1.415], [-1.093, -3.294, -0.736], [0.076, -3.597, -2.018], [0.602, -3.541, -0.333]],
  "forces_ev_per_angstrom": [[0.3, -0.4, -1.7], [-1.0, 0.8, -1.0], [-0.6, 0.5, 0.0], [-0.6, 0.3, 1.0], [1.5, 0.3, 1.2], [1.6, -0.4, -0.9], [0.1, 0.0, -0.1], [0.0, -0.1, 0.1], [0.0, -0.2, 0.4], [-0.2, 0.4, 0.1], [-0.1, -0.3, 0.1], [-0.2, -0.2, 0.0], [0.2, -0.3, 0.6], [-0.7, -0.4, -0.1], [0.1, 0.8, 0.0], [-0.2, -0.1, -0.2], [0.3, -0.7, 0.4], [-0.2, 1.0, -0.5], [0.1, -0.3, 0.3], [0.3, -0.3, 0.4], [-0.1, -0.3, -0.1], [0.1, -0.3, -0.3], [0.1, 0.1, 0.1], [0.0, 0.1, 0.0], [0.1, 0.0, 0.0], [0.1, -0.2, -0.1], [-0.4, 0.2, 0.1], [-0.2, 0.1, 0.1], [0.0, 0.0, -0.2], [0.0, 0.1, 0.1], [-0.1, -0.1, -0.1], [0.0, 0.1, 0.0], [0.1, 0.0, 0.2], [-0.3, 0.0, 0.0], [0.0, 0.1, -0.1], [0.0, 0.0, 0.2], [-0.1, 0.0, -0.2]],
  "mulliken_spin": [-0.03, -0.04, 0.01, -0.08, 0.12, 2.03, 0.03, 0.00, 0.00, 0.00, 0.00, 0.00, 0.02, 0.01, 0.00, 0.01, 0.03, -0.10, 0.01, 0.00, -0.01, -0.01, 0.00, 0.00, 0.00, -0.01, 0.00, 0.00, 0.01, 0.00, 0.00, 0.00, 0.00, 0.00, 0.00, 0.00, 0.00]
}